1.
{"formula": "C7H7NS2", "method": "the ωB97M-V functional and the def2-TZVPD basis", "symbols": ["C", "C", "C", "C", "C", "C", "C", "N", "S", "S", "H", "H", "H", "H", "H", "H", "H"], "positions_angstrom": [[1.8607, 2.6125, -0.8906], [0.7199, 2.0879, -0.2853], [2.7398, 1.6396, -1.2875], [0.7316, 0.6974, -0.2273], [-0.2493, -0.1372, 0.2601], [-1.1648, -2.4594, 0.7625], [-2.3684, -1.5152, 0.7754], [-0.0845, -1.9690, 0.0026], [2.1957, 0.0569, -0.9291], [-1.7100, 0.1792, 1.0357], [2.0329, 3.6640, -1.0380], [-0.1007, 2.6710, 0.0927], [3.6842, 1.7757, -1.7753], [-0.8496, -2.6547, 1.8076], [-1.4801, -3.4157, 0.3246], [-2.8738, -1.4930, -0.1918], [-3.0836, -1.7400, 1.5638]], "atomic_forces_ev_per_a": [[0.4, 0.0, -0.2], [-0.2, -0.4, 0.2], [-0.1, -0.1, 0.1], [0.6, 0.3, -0.4], [0.1, -6.3, -0.7], [-0.8, 0.0, 0.5], [0.2, 0.3, -0.2], [0.4, 5.8, 0.4], [-0.3, 0.4, 0.1], [-0.4, -0.1, 0.4], [0.1, 0.1, 0.0], [-0.1, 0.1, 0.1], [0.2, 0.1, -0.1], [0.0, 0.0, -0.2], [0.0, 0.0, 0.1], [0.0, -0.1, 0.0], [0.0, 0.0, 0.0]], "homo_lumo_gap_ev": [6.23, 8.46], "homo_ev": [-6.7, -8.9], "lumo_ev": [-0.49, -0.43]}

=====

2.
{"formula": "C4H14O2", "method": "the ωB97M-V functional and the def2-TZVPD basis", "symbols": ["C", "C", "C", "C", "H", "H", "H", "H", "H", "H", "H", "H", "H", "H", "H", "H", "O", "H", "H", "O"], "positions_angstrom": [[-0.7593, -2.1763, 1.4209], [-0.5520, -1.0278, 0.3742], [-0.9575, 0.2619, 1.0983], [0.8827, -0.9766, -0.1513], [-0.6094, -3.1398, 0.9273], [-0.1771, -2.1419, 2.3431], [-1.8062, -2.1348, 1.7047], [-1.2933, -1.2682, -0.3998], [-0.6519, 1.2516, 0.7368], [-0.4710, 0.5032, 2.0879], [-2.0458, 0.5107, 1.1933], [0.8193, -1.2554, -1.2165], [1.3141, 0.0124, -0.2676], [1.5326, -1.7337, 0.2806], [-1.2799, 2.6195, -3.9475], [-0.5416, 1.5192, -4.8103], [-1.3800, 2.0187, -4.6948], [1.9253, 2.5790, 1.3821], [3.3759, 2.0409, 1.1848], [2.6752, 2.5373, 0.7538]], "atomic_forces_ev_per_a": [[-0.4, 0.1, -1.0], [-0.1, 0.1, 2.2], [-0.4, 2.6, 1.0], [-0.6, -0.5, -2.0], [0.1, -0.1, 0.1], [0.3, 0.3, -0.3], [-0.2, -0.1, 0.2], [0.4, 0.4, -0.1], [0.4, -0.4, -1.5], [-0.6, -1.5, -0.3], [0.6, -1.1, 0.2], [0.1, -0.3, 0.2], [0.2, 0.2, 0.8], [0.2, 0.4, 0.4], [0.3, -0.2, -0.1], [-0.8, 0.7, 0.4], [0.6, -0.5, -0.3], [0.8, -0.1, -0.5], [-0.1, 0.0, 0.2], [-0.7, 0.2, 0.3]], "smiles": "CC(C)C.O.O", "homo_lumo_gap_ev": 11.52, "homo_ev": -10.9, "lumo_ev": 0.61}

=====

3.
{"formula": "C51H47N3O4P3RuS2", "method": "the ωB97M-V functional and the def2-TZVPD basis", "symbols": ["Ru", "O", "P", "C", "P", "O", "C", "C", "C", "C", "C", "C", "C", "C", "C", "C", "C", "C", "C", "C", "C", "C", "C", "C", "C", "C", "C", "C", "C", "C", "H", "H", "H", "H", "H", "H", "H", "H", "H", "H", "H", "H", "H", "H", "H", "H", "H", "H", "H", "H", "H", "H", "C", "C", "C", "C", "C", "N", "C", "O", "N", "C", "C", "C", "C", "N", "C", "C", "C", "H", "H", "H", "H", "H", "H", "H", "H", "H", "H", "H", "H", "H", "O", "S", "P", "S", "C", "C", "C", "C", "C", "C", "C", "C", "C", "C", "C", "C", "H", "H", "H", "H", "H", "H", "H", "H", "H", "H", "C", "H", "H"], "positions_angstrom": [[-0.4582, 0.3923, 0.4147], [-1.1395, 2.3469, 1.5553], [-0.3174, 3.4085, 0.8660], [1.3948, 2.8349, 1.2555], [1.2727, 1.6961, 2.7197], [0.1991, 0.6540, 2.5997], [0.8960, 2.7881, 4.1124], [-0.4252, 2.8188, 4.5508], [-0.7886, 3.6621, 5.5909], [0.1628, 4.4661, 6.2018], [1.4837, 4.4271, 5.7757], [1.8502, 3.5895, 4.7333], [2.9658, 1.1223, 2.9663], [3.1969, -0.1412, 3.5018], [4.4952, -0.5714, 3.7279], [5.5708, 0.2487, 3.4197], [5.3497, 1.5103, 2.8843], [4.0516, 1.9445, 2.6607], [-0.5815, 3.6302, -0.8493], [-1.8203, 3.1867, -1.6296], [-1.8037, 3.5350, -2.9630], [-0.7746, 4.2597, -3.5840], [0.3513, 4.6548, -2.8495], [0.4516, 4.3553, -1.5192], [-0.6447, 4.9934, 1.6845], [0.3221, 5.7818, 2.3016], [-0.0283, 6.9758, 2.9225], [-1.3476, 7.3951, 2.9254], [-2.3208, 6.6150, 2.3061], [-1.9725, 5.4260, 1.6934], [2.0851, 3.6527, 1.4681], [1.7796, 2.2210, 0.4366], [-1.1542, 2.1892, 4.0583], [-1.8190, 3.6903, 5.9214], [-0.1233, 5.1205, 7.0159], [2.2297, 5.0447, 6.2599], [2.8856, 3.5588, 4.4158], [2.3534, -0.7759, 3.7368], [4.6733, -1.5566, 4.1397], [6.5814, -0.0976, 3.5954], [6.1837, 2.1571, 2.6437], [3.8986, 2.9319, 2.2459], [-3.3714, 2.5773, -0.9164], [-2.6646, 3.2527, -3.5704], [-0.8618, 4.5131, -4.6326], [1.1471, 5.2058, -3.3391], [1.3376, 4.6811, -0.9762], [1.3577, 5.4673, 2.3233], [0.7321, 7.5702, 3.4142], [-1.6232, 8.3226, 3.4114], [-3.3549, 6.9360, 2.3058], [-2.7381, 4.8183, 1.2239], [-5.1770, -6.2718, -7.9705], [-5.2559, -5.1173, -7.0079], [-6.4220, -4.3787, -6.8472], [-6.4895, -3.3248, -5.9511], [-5.3831, -2.9663, -5.1845], [-5.5389, -1.9265, -4.2522], [-4.6063, -1.1076, -3.6331], [-4.9141, -0.4527, -2.6577], [-3.3860, -1.0548, -4.2484], [-2.2308, -0.4341, -3.7320], [-1.2421, -0.0254, -4.6158], [-0.0848, 0.5350, -4.1067], [0.0530, 0.6492, -2.7359], [-0.8942, 0.2471, -1.8944], [-2.0162, -0.2779, -2.3671], [-4.2137, -3.7158, -5.3209], [-4.1612, -4.7637, -6.2266], [-6.1240, -6.4155, -8.4897], [-4.9364, -7.1981, -7.4464], [-4.4018, -6.1052, -8.7201], [-7.3004, -4.6306, -7.4302], [-7.4133, -2.7683, -5.8431], [-6.4679, -1.7744, -3.8984], [-3.3102, -1.4279, -5.1788], [-1.3845, -0.1359, -5.6849], [0.7054, 0.8750, -4.7605], [0.9496, 1.0583, -2.2919], [-2.7365, -0.6163, -1.6377], [-3.3520, -3.5215, -4.6979], [-3.2419, -5.3326, -6.3069], [0.1454, -1.1446, -0.4761], [0.9049, -4.5234, -0.4957], [1.8932, -3.6452, 0.9669], [1.3891, -1.7292, 1.3381], [3.6932, -3.7475, 0.6408], [4.4856, -2.6081, 0.5994], [5.8510, -2.7123, 0.3548], [6.4291, -3.9560, 0.1538], [5.6381, -5.0994, 0.1903], [4.2777, -4.9949, 0.4297], [1.7152, -4.6062, 2.5209], [2.3186, -4.1709, 3.6995], [2.1978, -4.9028, 4.8691], [1.4662, -6.0849, 4.8740], [0.8605, -6.5222, 3.7066], [0.9846, -5.7865, 2.5332], [4.0198, -1.6410, 0.7484], [6.4589, -1.8159, 0.3173], [7.4921, -4.0377, -0.0397], [6.0831, -6.0730, 0.0237], [3.6541, -5.8813, 0.4430], [2.8807, -3.2441, 3.6974], [2.6678, -4.5489, 5.7788], [1.3648, -6.6571, 5.7883], [0.2818, -7.4381, 3.7056], [0.5103, -6.1110, 1.6150], [-2.3413, 1.9746, -0.5548], [-3.0010, 1.5901, -1.3831], [-2.4703, 3.0096, -0.0634]], "atomic_forces_ev_per_a": [[-0.4, -0.5, -1.6], [-0.3, 0.4, 0.2], [-0.2, -0.4, -0.6], [0.0, 0.2, 0.4], [-0.4, 0.7, -0.3], [1.1, -0.8, 0.1], [0.0, -0.1, 0.1], [0.0, 0.0, 0.0], [0.0, 0.0, 0.0], [0.0, 0.0, 0.0], [0.0, 0.0, 0.0], [0.0, 0.0, 0.0], [0.1, 0.1, 0.0], [-0.1, 0.1, 0.2], [0.1, 0.0, 0.0], [0.0, 0.0, 0.0], [0.0, 0.0, 0.0], [0.0, -0.1, 0.0], [-0.2, 0.2, -0.7], [5.5, -0.5, 1.5], [-1.2, -0.7, 0.2], [-0.2, 0.2, -0.2], [0.2, 0.1, -0.1], [-0.1, 0.2, 0.1], [0.5, -0.1, 0.3], [0.0, 0.1, 0.0], [0.0, 0.0, 0.0], [0.0, 0.0, 0.0], [0.0, 0.0, 0.0], [0.0, 0.0, 0.0], [0.1, -0.1, 0.0], [0.0, 0.2, -0.2], [0.0, 0.0, 0.0], [0.0, 0.0, 0.0], [0.0, 0.0, 0.0], [0.0, 0.0, 0.0], [0.0, 0.0, 0.0], [0.0, 0.0, -0.1], [0.0, 0.0, 0.0], [0.0, 0.0, 0.0], [0.0, 0.0, 0.0], [0.0, 0.0, 0.0], [-0.8, -0.5, 0.9], [0.1, -0.2, -0.1], [-0.1, 0.0, 0.0], [0.0, 0.0, 0.0], [0.0, 0.0, 0.0], [0.0, 0.0, 0.0], [0.0, 0.0, 0.0], [0.0, 0.0, 0.0], [0.0, 0.0, 0.0], [0.0, 0.0, 0.0], [0.0, 0.0, 0.0], [0.0, 0.0, 0.0], [0.0, 0.0, 0.0], [0.0, 0.1, -0.1], [0.0, -0.1, 0.1], [0.1, 0.0, 0.0], [-0.1, 0.2, -0.2], [0.0, 0.0, 0.1], [0.0, -0.1, 0.1], [0.0, 0.0, 0.1], [0.1, 0.2, 0.1], [-0.1, -0.2, -0.1], [0.0, 0.0, 0.1], [0.2, 0.8, 0.1], [0.1, -0.4, -0.1], [0.0, 0.0, 0.0], [0.0, 0.0, 0.0], [0.0, 0.0, 0.0], [0.0, 0.0, 0.0], [0.0, 0.0, 0.0], [0.0, 0.0, 0.0], [0.0, 0.0, 0.0], [0.0, 0.0, 0.1], [0.0, 0.0, 0.0], [0.0, 0.0, 0.0], [0.0, 0.0, 0.0], [0.0, 0.0, 0.0], [0.0, 0.1, 0.0], [0.0, 0.0, 0.0], [0.0, 0.0, 0.0], [-0.2, 0.4, 1.2], [0.2, -0.3, 0.0], [-0.6, 0.4, -0.6], [0.8, -0.8, 0.8], [0.1, 0.0, 0.2], [0.1, 0.0, 0.0], [0.0, 0.0, 0.0], [0.0, 0.0, 0.0], [0.0, 0.0, 0.0], [0.0, 0.0, 0.0], [0.1, 0.0, 0.1], [0.0, 0.0, 0.0], [0.0, 0.0, 0.0], [0.0, 0.0, 0.0], [0.0, 0.0, 0.0], [0.0, 0.0, 0.1], [0.0, 0.0, 0.0], [0.0, 0.0, 0.0], [0.0, 0.0, 0.0], [0.0, 0.0, 0.0], [0.0, 0.0, 0.0], [0.0, 0.0, 0.0], [0.0, 0.0, 0.0], [0.0, 0.0, 0.0], [0.0, 0.0, 0.0], [0.0, 0.0, 0.0], [-2.9, 4.8, -4.1], [-0.4, -1.0, 0.8], [-1.1, -2.3, 1.4]], "homo_lumo_gap_ev": [3.87, 6.18], "spin_multiplicity": 5, "s2": 6.036, "homo_ev": [-1.8, -4.1], "charge": -1, "lumo_ev": [2.12, 2.12]}

=====

4.
{"formula": "C3H6Si", "method": "the ωB97M-V functional and the def2-TZVPD basis", "symbols": ["C", "C", "C", "Si", "H", "H", "H", "H", "H", "H"], "positions_angstrom": [[2.2815, 0.5269, 0.0207], [1.2141, -0.0403, -0.2503], [0.0689, -0.7597, -0.2356], [-1.4529, 0.4301, -0.0392], [3.2315, 1.1042, -0.0115], [-0.0699, -1.3250, 1.5106], [-0.0379, -1.6766, -0.6697], [-1.7575, 0.7437, -1.5607], [-0.8017, 1.4034, 0.8418], [-2.6761, -0.4067, 0.3938]], "atomic_forces_ev_per_a": [[-1.1, -0.1, -1.5], [5.5, 1.9, 1.2], [-3.6, 0.7, 4.9], [0.0, -2.1, -1.9], [-1.4, -0.8, 0.2], [0.2, 1.0, -3.3], [0.0, -2.2, -1.3], [0.2, 0.4, 1.6], [-0.6, 0.5, 0.0], [0.8, 0.9, 0.1]], "homo_lumo_gap_ev": 8.47, "homo_ev": -8.9, "lumo_ev": -0.41}

=====

5.
{"formula": "C4H12", "method": "the ωB97M-V functional and the def2-TZVPD basis", "symbols": ["C", "C", "H", "H", "H", "H", "H", "H", "C", "C", "H", "H", "H", "H", "H", "H"], "positions_angstrom": [[-2.2094, 0.6202, 0.8078], [-1.5908, 1.8494, 1.4958], [-1.9742, 0.6727, -0.2573], [-1.7921, -0.2883, 1.2285], [-3.2925, 0.6179, 0.8624], [-2.2835, 2.5599, 1.9453], [-0.7082, 1.5935, 2.0744], [-1.1384, 2.5101, 0.7482], [2.6479, -1.3208, -1.1751], [1.1218, -1.2151, -1.0502], [3.0328, -0.3589, -1.5071], [3.0927, -1.6144, -0.2286], [2.9258, -2.1163, -1.8680], [0.7935, -0.2594, -0.6345], [0.6703, -1.2566, -2.0283], [0.7043, -1.9939, -0.4135]], "atomic_forces_ev_per_a": [[0.2, 0.7, -0.2], [0.6, 0.7, -1.2], [0.1, -0.3, 0.1], [-0.2, -0.2, -0.1], [-0.1, -0.2, 0.2], [-0.1, -0.6, 0.7], [-0.4, 0.0, 0.7], [0.0, -0.2, -0.3], [-0.6, -0.2, 0.2], [0.2, 0.2, 0.2], [0.4, -0.2, 0.0], [0.1, 0.3, 0.2], [0.0, 0.2, -0.2], [0.2, 0.0, 0.2], [-0.3, -0.2, -0.4], [0.0, -0.1, -0.1]], "smiles": "CC.CC", "homo_lumo_gap_ev": 12.56, "homo_ev": -11.5, "lumo_ev": 1.10}

=====

6.
{"formula": "C10H14NO", "method": "the ωB97M-V functional and the def2-TZVPD basis", "symbols": ["C", "C", "C", "C", "C", "C", "C", "C", "C", "C", "N", "O", "H", "H", "H", "H", "H", "H", "H", "H", "H", "H", "H", "H", "H", "H"], "positions_angstrom": [[0.1226, -2.4896, 1.5521], [-0.3292, -2.7222, 0.2742], [0.0985, -1.2273, 2.2538], [0.0297, 0.0325, 1.7770], [-0.6405, -1.6261, -0.5795], [1.3719, 0.4949, -1.5932], [1.4199, -0.1719, -0.2888], [0.3998, 1.6592, -1.4259], [0.0747, 0.0694, 0.3148], [-1.5086, 2.0029, 0.0887], [-0.6624, 1.0034, -0.5343], [-1.2129, -1.2943, -1.5459], [0.3167, -3.3892, 2.2450], [-0.7472, -3.6952, 0.0037], [0.3220, -1.2922, 3.2594], [-0.0287, 0.9254, 2.3871], [2.3300, 0.9187, -1.9830], [0.8488, -0.1655, -2.3437], [1.6344, -1.1981, -0.5807], [2.1777, 0.3889, 0.3352], [0.7384, 2.6036, -0.8551], [-0.3129, 1.9154, -2.2834], [-2.3333, 1.5783, 0.6562], [-0.9212, 2.6016, 0.6726], [-1.8618, 2.6898, -0.7828], [-1.3264, 0.3877, -1.0238]], "atomic_forces_ev_per_a": [[-0.8, -1.1, 0.3], [0.0, -0.5, 0.4], [1.3, 0.8, -0.6], [-1.0, -1.0, -1.6], [0.3, 2.6, 3.4], [-0.6, 2.0, -3.3], [1.9, 1.1, 0.7], [-2.5, 0.7, -0.2], [-1.5, -3.1, -0.5], [-1.9, 0.9, -2.5], [0.8, 0.4, 1.2], [-0.4, -0.7, -1.4], [-0.4, 1.4, -1.4], [0.5, 0.1, -0.1], [0.1, -0.4, 2.2], [0.0, -0.1, 0.2], [-0.7, -0.9, 0.2], [1.1, 0.6, 0.4], [0.6, -0.2, 1.2], [-0.3, -1.4, -0.5], [-0.3, -1.6, -1.0], [2.0, 0.2, 0.5], [0.0, -0.1, -0.2], [1.4, 1.5, 1.8], [0.1, -1.3, 1.6], [0.4, 0.0, -1.1]], "homo_lumo_gap_ev": 7.96, "homo_ev": -12.7, "charge": 1, "lumo_ev": -4.72}

=====

Number 1: energy -1121.92877 a.u.. Number 2: energy -311.23923 a.u.. Number 3: energy -4351.98031 a.u.. Number 4: energy -407.17985 a.u.. Number 5: energy -159.57246 a.u.. Number 6: energy -519.07053 a.u..